[1]
Density functional theory data (ωB97M-V with the def2-TZVPD basis set) for 2 unconnected molecules or ions with the total composition C3H4IN3.

Structure (ORCA input):
```
! RIJCOSX wB97M-V def2-TZVPD def2/J DEFGRID3
* xyz 0 1
C -0.173 1.397 1.013
C -0.503 0.274 0.281
N -1.055 -0.932 0.689
C -1.089 -1.584 -0.455
N -0.683 -0.784 -1.593
N -0.349 0.306 -1.095
H 0.359 2.179 0.399
H -0.386 1.553 2.105
H -1.640 -2.501 -0.649
I 3.520 0.093 -0.551
H 1.999 -0.002 -0.144
*
```

Its HOMO-LUMO gap is 0.304 Ha. The calculation puts the energy above the lowest of the compared OMol25 structures with the same formula, charge and spin at 48.64 kcal/mol. Its structure (SMILES) is C=C1N=CN=N1.I. The value obtained for the HOMO energy is -10.01 eV. For the electronic energy, the calculation gives -15744.1501 eV. The molecular weight is 208.99 g mol⁻¹.

---

[2]
Density functional theory data (ωB97M-V with the def2-TZVPD basis set) for a single C3H4IN3O molecule.

Structure (ORCA input):
```
! RIJCOSX wB97M-V def2-TZVPD def2/J DEFGRID3
* xyz 0 1
C -0.311 -1.872 -0.740
C -0.568 1.190 -0.226
C 0.816 -0.490 1.028
N -0.772 -0.938 -1.377
N -0.057 0.560 0.973
N -0.695 0.410 -1.342
O -0.985 2.342 -0.225
I 2.723 -0.171 0.092
H 0.005 -2.154 0.229
H 0.974 -1.013 1.924
H -0.217 1.153 1.773
H -0.913 0.984 -2.110
*
```

Its HOMO-LUMO gap (spin up / spin down) is 0.300 / 0.274 Ha. The calculation puts the energy above the lowest of the compared OMol25 structures with the same formula, charge and spin at 72.80 kcal/mol. The value obtained for the HOMO energy (spin up / spin down) is -8.23 / -8.09 eV. For the electronic energy, the calculation gives -17789.2727 eV. The molecular weight is 224.99 g mol⁻¹.

---

[3]
Density functional theory data (ωB97M-V with the def2-TZVPD basis set) for a molecular structure, C3H4INO.

Structure (ORCA input):
```
! RIJCOSX wB97M-V def2-TZVPD def2/J DEFGRID3
* xyz 0 1
C 0.517 -0.134 -1.047
C -0.050 0.162 0.141
C 0.917 0.634 1.227
N 0.396 0.176 2.500
O 1.868 1.320 0.989
I 1.531 0.780 4.057
H -0.213 -0.472 -1.828
H 1.504 0.178 -1.366
H -1.043 -0.126 0.503
H 0.316 -0.811 2.488
*
```

Its HOMO-LUMO gap is 0.342 Ha. The calculation puts the energy above the lowest of the compared OMol25 structures with the same formula, charge and spin at 18.82 kcal/mol. The value obtained for the HOMO energy is -9.34 eV. For the electronic energy, the calculation gives -14812.5972 eV. The molecular weight is 196.97 g mol⁻¹.

---

[4]
Density functional theory data (ωB97M-V with the def2-TZVPD basis set) for 2 unconnected molecules or ions with the total composition C3H4INS.

Structure (ORCA input):
```
! RIJCOSX wB97M-V def2-TZVPD def2/J DEFGRID3
* xyz 0 1
C 0.660 -0.006 -1.446
N 1.251 -0.540 -0.396
S 2.089 0.158 0.788
H 0.296 -0.456 -2.291
H 1.057 0.987 -1.460
H 1.073 -1.459 -0.181
C -1.302 1.114 1.448
C -1.629 -0.002 1.309
I -2.185 -1.954 0.938
H -1.310 2.159 1.291
*
```

Its HOMO-LUMO gap (spin up / spin down) is 0.294 / 0.294 Ha. The calculation puts the energy above the lowest of the compared OMol25 structures with the same formula, charge and spin at 90.77 kcal/mol. Its structure (SMILES) is C=[NH+][S-].C#CI. The value obtained for the HOMO energy (spin up / spin down) is -8.03 / -8.03 eV. For the electronic energy, the calculation gives -23597.0966 eV. The molecular weight is 213.04 g mol⁻¹.

---

Copy entry 1 word for word.
Density functional theory data (ωB97M-V with the def2-TZVPD basis set) for 2 unconnected molecules or ions with the total composition C3H4IN3.

Structure (ORCA input):
```
! RIJCOSX wB97M-V def2-TZVPD def2/J DEFGRID3
* xyz 0 1
C -0.173 1.397 1.013
C -0.503 0.274 0.281
N -1.055 -0.932 0.689
C -1.089 -1.584 -0.455
N -0.683 -0.784 -1.593
N -0.349 0.306 -1.095
H 0.359 2.179 0.399
H -0.386 1.553 2.105
H -1.640 -2.501 -0.649
I 3.520 0.093 -0.551
H 1.999 -0.002 -0.144
*
```

Its HOMO-LUMO gap is 0.304 Ha. The calculation puts the energy above the lowest of the compared OMol25 structures with the same formula, charge and spin at 48.64 kcal/mol. Its structure (SMILES) is C=C1N=CN=N1.I. The value obtained for the HOMO energy is -10.01 eV. For the electronic energy, the calculation gives -15744.1501 eV. The molecular weight is 208.99 g mol⁻¹.

---

> energy above the lowest of the compared OMol25 structures with the same formula, charge and spin of number 3 (C3H4INO)?

18.82 kcal/mol

---

> Which formula does entry 3 have?

C3H4INO